This record from the OMol25 dataset describes 2 unconnected molecules or ions with the total composition C29H46BrF11N2O6S in a non-equilibrium geometry. The level of theory is ωB97M-V with the def2-TZVPD basis set.

E: -156850.99798 eV
SMILES: CCOCCOCO[C@](F)(Br)[C@H](CCCCN(C)C(C)=O)O[C@@](N)(CCO)CCCCC(F)(F)C(F)(F)S(F)(F)(F)(F)F.Fc1ccccc1
Maximum force: 2.5 eV Å⁻¹
LUMO: 0.5 eV
Frontier orbital gap: 0.35876 Eh

```
! RIJCOSX wB97M-V def2-TZVPD def2/J DEFGRID3
* xyz 0 1
C 7.338 3.445 0.905
C 7.453 4.567 -0.156
O 6.423 5.538 -0.072
C 5.170 5.029 -0.532
C 4.188 4.928 0.634
O 2.903 4.462 0.256
C 2.949 3.147 -0.242
O 1.698 2.589 0.072
C 1.355 1.519 -0.688
F 2.419 0.675 -0.762
Br 0.934 2.010 -2.564
C 0.124 0.839 -0.054
C -0.940 1.947 0.162
C -2.300 1.472 -0.400
C -3.341 2.628 -0.490
C -4.509 2.411 0.507
N -5.812 2.678 -0.167
C -6.504 3.807 0.488
C -6.575 1.507 -0.222
C -8.027 1.490 0.236
O -6.110 0.498 -0.656
O 0.617 0.198 1.099
C -0.298 -0.540 1.878
N -1.092 0.309 2.797
C -1.237 -1.527 1.132
C -2.602 -1.716 1.863
O -2.485 -2.326 3.139
C 0.602 -1.419 2.805
C 1.626 -2.289 2.060
C 2.996 -1.608 1.810
C 3.446 -1.840 0.363
C 4.112 -3.188 0.166
F 3.411 -4.206 0.666
F 5.245 -3.136 0.918
C 4.615 -3.451 -1.280
F 5.103 -2.365 -1.810
F 5.628 -4.295 -1.210
S 3.359 -4.198 -2.470
F 3.373 -5.555 -1.696
F 2.123 -3.643 -1.658
F 3.319 -2.861 -3.336
F 4.554 -4.675 -3.399
F 2.356 -4.846 -3.493
H 6.638 3.711 1.692
H 7.026 2.504 0.453
H 8.313 3.310 1.371
H 7.497 4.126 -1.158
H 8.406 5.070 0.002
H 4.801 5.735 -1.280
H 5.325 4.065 -1.026
H 4.042 5.941 1.008
H 4.566 4.330 1.470
H 3.781 2.619 0.243
H 3.141 3.203 -1.319
H -0.233 0.160 -0.831
H -1.026 2.270 1.195
H -0.707 2.837 -0.420
H -2.084 1.122 -1.412
H -2.721 0.654 0.179
H -3.715 2.669 -1.507
H -2.815 3.550 -0.240
H -4.378 3.139 1.309
H -4.521 1.415 0.945
H -5.911 4.704 0.304
H -6.565 3.639 1.569
H -7.481 3.987 0.052
H -8.138 1.808 1.274
H -8.470 0.519 0.060
H -8.576 2.219 -0.369
H -1.126 -0.165 3.694
H -0.560 1.156 2.985
H -1.502 -1.257 0.108
H -0.814 -2.531 1.081
H -3.160 -2.415 1.231
H -3.186 -0.804 1.875
H -1.936 -3.113 3.030
H 1.167 -0.703 3.415
H 0.003 -2.002 3.502
H 1.819 -3.164 2.688
H 1.248 -2.692 1.121
H 3.765 -1.914 2.519
H 2.868 -0.531 1.916
H 4.193 -1.113 0.043
H 2.588 -1.699 -0.292
F -2.590 -4.150 -0.224
C -3.346 -4.341 -1.326
C -4.628 -4.831 -1.185
C -5.404 -5.022 -2.319
C -4.885 -4.730 -3.574
C -3.592 -4.242 -3.695
C -2.815 -4.040 -2.564
H -5.011 -5.059 -0.198
H -6.413 -5.398 -2.223
H -5.492 -4.883 -4.457
H -3.186 -4.018 -4.673
H -1.807 -3.653 -2.637
*
```